--- 1 ---
C4H10O4 | the ωB97M-V functional and the def2-TZVPD basis

## Properties
Net charge ... 0
LUMO level ... 0.519 eV
Molar mass ... 122.12 g mol⁻¹
Structure (SMILES) ... O=C(O)CCCO.O
Gap between HOMO and LUMO ... 11.0 eV

Geometry as XYZ:
```
18
C4H10O4, DFT the ωB97M-V functional and the def2-TZVPD basis
O -1.2104 -2.7410 -0.3507
C -0.5689 -2.2609 0.5544
O 0.1438 -3.0303 1.4957
C -0.2836 -0.8629 0.7980
C -1.3563 0.1820 0.3743
C -0.5783 1.3352 -0.3314
O -1.3787 2.3465 -0.8105
H -0.3324 -3.8479 1.8023
H -0.1037 -0.7215 1.8704
H 0.6399 -0.7075 0.2031
H -1.9394 0.5738 1.2562
H -2.0090 -0.2792 -0.3092
H 0.1148 1.1586 -1.1231
H 0.1340 1.8011 0.4337
H -2.0764 2.0258 -1.4155
H 3.1552 2.0569 -2.0164
H 3.9135 1.0119 -1.1772
O 3.7360 1.9594 -1.2541
```

---

--- 2 ---
C4H10O4 | the ωB97M-V functional and the def2-TZVPD basis

## Properties
Net charge ... 0
LUMO level ... 0.669 eV
Molar mass ... 122.12 g mol⁻¹
Structure (SMILES) ... CO[C@H](O)[C@H](C)OO
Gap between HOMO and LUMO ... 10.7 eV

Geometry as XYZ:
```
18
C4H10O4, DFT the ωB97M-V functional and the def2-TZVPD basis
C 0.1422 0.8428 -0.3532
C -0.6351 -0.0868 0.5756
C 1.5111 -0.9737 -1.2569
C -1.8296 -0.7586 -0.0793
O -1.1732 0.8053 1.6380
O 0.5972 0.0783 -1.5215
O -0.1859 0.8142 2.7115
O 1.2463 1.4408 0.3015
H 0.4014 1.4997 2.3362
H 1.5908 2.0893 -0.3367
H -0.5073 1.6418 -0.7241
H 0.0086 -0.8327 1.0532
H 2.2480 -0.7035 -0.4944
H 0.9731 -1.8752 -0.9499
H 2.0449 -1.2010 -2.1845
H -2.4443 -0.0326 -0.6209
H -1.5152 -1.5383 -0.7777
H -2.4729 -1.2098 0.6831
```

---

The structure with the least stability is 2.